Density functional theory data (ωB97M-V with the def2-TZVPD basis set) for 12 unconnected molecules or ions with the total composition C34H84NO15 in a non-equilibrium geometry.

```
! wB97M-V def2-TZVPD RIJCOSX def2/J DEFGRID3
* xyz 1 1
C 2.36 2.31 4.24
C 1.71 3.41 3.81
C 0.55 3.86 4.62
O 0.40 3.63 5.81
O -0.40 4.56 3.90
C -1.69 3.91 3.88
C -2.00 3.54 2.45
C -0.95 2.62 1.82
C -0.80 1.25 2.49
C 0.50 0.54 2.12
C 0.32 -0.56 1.07
C 0.11 0.11 -0.29
N 1.36 0.62 -0.87
C 1.24 0.81 -2.14
C 2.35 1.38 -2.90
C 2.95 2.49 -2.44
C -0.13 0.43 -2.60
C -0.90 1.78 -2.60
C -1.28 2.27 -4.00
C -0.43 3.44 -4.48
O -2.67 2.59 -3.95
C -0.56 -0.57 -1.45
C -2.09 -0.75 -1.42
C -2.68 -1.09 -0.06
C -2.56 -2.58 0.27
C -3.12 -2.97 1.61
O -2.66 -2.12 2.66
C -3.05 -2.64 3.91
H 2.32 2.02 5.28
H 2.93 1.72 3.54
H 2.00 3.94 2.92
H -2.44 4.60 4.25
H -1.71 3.04 4.54
H -2.98 3.09 2.34
H -1.98 4.45 1.85
H -1.24 2.53 0.77
H 0.02 3.10 1.83
H -1.68 0.63 2.34
H -0.77 1.43 3.56
H 0.95 0.07 3.00
H 1.21 1.25 1.71
H 1.26 -1.12 1.03
H -0.45 -1.27 1.32
H -0.50 1.00 -0.08
H 2.22 0.84 -0.39
H 2.65 0.94 -3.84
H 3.91 2.83 -2.80
H 2.46 3.06 -1.66
H -0.15 -0.10 -3.54
H -1.77 1.74 -1.95
H -0.25 2.54 -2.17
H -1.14 1.45 -4.71
H 0.37 3.11 -5.14
H -1.03 4.15 -5.04
H 0.01 4.00 -3.66
H -2.85 3.36 -4.50
H -0.14 -1.53 -1.76
H -2.30 -1.60 -2.08
H -2.64 0.09 -1.82
H -3.75 -0.88 -0.11
H -2.29 -0.47 0.74
H -3.15 -3.11 -0.48
H -1.54 -2.95 0.14
H -2.84 -4.00 1.81
H -4.22 -2.93 1.61
H -4.13 -2.58 4.05
H -2.58 -2.07 4.70
H -2.75 -3.69 4.01
C 5.59 -0.99 -3.61
O 4.36 -1.63 -3.25
H 6.28 -1.75 -3.98
H 5.40 -0.26 -4.39
H 6.03 -0.50 -2.74
H 3.78 -0.94 -2.93
C 0.85 6.63 0.83
O 0.84 5.31 1.37
H 1.50 6.62 -0.05
H -0.15 6.93 0.52
H 1.25 7.35 1.54
H 0.27 5.32 2.16
C -4.74 -2.01 -4.86
O -3.42 -2.37 -4.43
H -5.37 -2.90 -4.78
H -5.15 -1.22 -4.23
H -4.73 -1.68 -5.90
H -2.87 -1.59 -4.51
C 5.49 1.92 -6.38
O 4.96 2.17 -5.07
H 4.87 1.16 -6.85
H 5.47 2.83 -6.99
H 6.52 1.55 -6.32
H 5.51 2.84 -4.66
C -2.77 0.06 5.74
O -3.03 0.36 4.37
H -2.62 1.00 6.26
H -3.62 -0.47 6.19
H -1.87 -0.55 5.83
H -3.17 -0.47 3.90
C -4.80 1.95 -0.21
O -3.59 2.50 -0.75
H -4.79 2.08 0.87
H -5.65 2.48 -0.63
H -4.88 0.89 -0.45
H -3.63 2.39 -1.70
C -2.36 -5.43 -5.37
O -3.22 -6.55 -5.60
H -2.92 -4.53 -5.62
H -2.07 -5.38 -4.32
H -1.47 -5.49 -6.01
H -2.73 -7.35 -5.38
C 5.00 3.57 1.22
O 4.15 2.43 1.09
H 4.41 4.45 0.95
H 5.35 3.68 2.25
H 5.86 3.50 0.55
H 4.67 1.66 1.34
C -1.73 -6.57 3.90
O -2.05 -6.37 2.52
H -1.56 -5.61 4.35
H -2.55 -7.07 4.41
H -0.82 -7.17 3.99
H -2.19 -7.23 2.12
C 6.45 -4.63 -1.72
O 6.76 -3.24 -1.79
H 7.30 -5.13 -1.26
H 5.57 -4.81 -1.10
H 6.28 -5.04 -2.71
H 6.01 -2.79 -2.18
C 0.89 -4.46 6.23
O 0.05 -5.60 6.10
H 0.31 -3.59 5.94
H 1.22 -4.33 7.26
H 1.77 -4.54 5.58
H 0.57 -6.37 6.36
*
```

## Properties
molar mass: 747.0 g mol⁻¹
lowest unoccupied orbital energy: -0.128 Eh
frontier orbital gap: 8.147 eV
HOMO: -0.42768 Eh
energy: -68810.2000 eV

Density functional theory data (ωB97M-V with the def2-TZVPD basis set) for 9 unconnected molecules or ions with the total composition C34H85NO20P in a non-equilibrium geometry.

```
! wB97M-V def2-TZVPD RIJCOSX def2/J DEFGRID3
* xyz 0 2
C 4.44 -3.97 -0.02
C 4.30 -2.51 0.53
C 3.52 -1.57 -0.42
C 3.72 -0.08 0.02
C 2.48 0.51 0.73
C 1.97 -0.33 1.94
C 0.57 0.21 2.34
C -0.63 -0.69 1.90
C -0.32 -1.30 0.52
C -1.53 -1.99 -0.20
P -2.98 -0.84 -0.25
O -2.56 0.52 -0.58
O -3.78 -0.90 1.17
O -4.08 -1.30 -1.36
C -1.94 -3.24 0.67
C -1.48 -4.57 0.04
C 0.05 -4.83 0.12
C -2.16 -5.70 0.88
N -2.07 -4.68 -1.33
O -1.74 -5.86 -1.78
C -1.53 -3.67 -2.29
C -2.68 -3.38 -3.31
C -0.36 -4.20 -3.18
C -1.05 -2.32 -1.66
H 5.48 -4.09 -0.36
H 4.29 -4.66 0.82
H 3.77 -4.18 -0.86
H 5.30 -2.06 0.63
H 3.88 -2.55 1.54
H 3.85 -1.72 -1.46
H 2.43 -1.76 -0.38
H 4.03 0.51 -0.85
H 4.55 0.00 0.75
H 2.79 1.48 1.15
H 1.64 0.73 0.06
H 2.03 -1.41 1.79
H 2.65 -0.09 2.78
H 0.45 1.21 1.91
H 0.54 0.34 3.43
H -1.52 -0.06 1.92
H -0.68 -1.51 2.64
H 0.05 -0.55 -0.19
H 0.45 -2.09 0.56
H -3.21 -1.26 1.86
H -4.48 -2.12 -1.01
H -3.03 -3.28 0.79
H -1.53 -3.22 1.68
H 0.36 -4.56 1.14
H 0.59 -4.12 -0.53
H 0.31 -5.87 -0.07
H -2.32 -5.39 1.93
H -1.59 -6.62 0.83
H -3.15 -5.90 0.45
H -2.46 -2.48 -3.89
H -2.72 -4.24 -4.00
H -3.67 -3.36 -2.83
H 0.43 -4.70 -2.60
H 0.09 -3.35 -3.71
H -0.74 -4.86 -3.96
H -1.36 -1.52 -2.34
H 0.05 -2.31 -1.68
C -2.00 1.96 4.40
C -3.00 1.99 5.55
O -2.57 2.92 6.53
O -0.71 1.63 4.88
H -2.29 1.23 3.65
H -1.94 2.95 3.93
H -3.04 1.01 6.03
H -4.00 2.26 5.20
H -2.68 3.80 6.16
H -0.62 2.08 5.74
C 3.18 0.51 -4.92
C 2.23 0.53 -3.74
O 2.70 1.48 -2.78
O 4.50 0.17 -4.49
H 2.87 -0.23 -5.66
H 3.22 1.49 -5.39
H 2.20 -0.44 -3.24
H 1.22 0.81 -4.05
H 2.58 2.36 -3.17
H 4.62 0.62 -3.64
C 1.11 -9.05 3.72
C 0.05 -8.04 3.34
O 0.50 -7.27 2.22
O 2.33 -8.40 4.04
H 0.80 -9.63 4.60
H 1.30 -9.74 2.89
H -0.12 -7.34 4.16
H -0.90 -8.53 3.08
H 0.52 -7.85 1.45
H 2.41 -7.67 3.40
C 0.06 4.63 -1.50
C 0.98 3.56 -0.96
O 0.33 2.85 0.10
O -0.32 5.52 -0.45
H 0.55 5.20 -2.28
H -0.86 4.18 -1.89
H 1.88 4.01 -0.53
H 1.27 2.86 -1.74
H -0.38 2.33 -0.29
H -0.45 4.97 0.33
C 2.19 6.86 1.73
C 2.74 5.74 2.58
O 1.76 4.70 2.71
O 1.00 7.37 2.30
H 2.91 7.68 1.64
H 1.95 6.49 0.72
H 2.95 6.10 3.59
H 3.65 5.32 2.15
H 1.66 4.27 1.85
H 0.52 6.60 2.65
C -5.03 4.55 8.26
C -6.32 4.15 8.95
O -6.05 3.15 9.93
O -4.43 3.41 7.65
H -5.22 5.29 7.48
H -4.32 4.96 8.99
H -7.02 3.72 8.24
H -6.80 5.01 9.44
H -5.56 3.56 10.65
H -4.57 2.68 8.27
C 2.18 3.79 -7.83
C 2.30 3.20 -9.22
O 1.29 2.21 -9.41
O 2.28 2.76 -6.85
H 2.96 4.53 -7.64
H 1.20 4.27 -7.71
H 3.26 2.70 -9.33
H 2.21 3.97 -9.99
H 0.44 2.68 -9.46
H 1.81 2.00 -7.22
C -1.11 2.61 -4.38
C -1.76 3.15 -5.64
O -0.85 3.07 -6.74
O 0.09 3.34 -4.09
H -1.77 2.70 -3.53
H -0.84 1.56 -4.52
H -2.01 4.21 -5.52
H -2.67 2.60 -5.88
H -0.74 2.13 -6.95
H 0.52 3.51 -4.95
*
```

## Properties
molar mass: 859.0 g mol⁻¹
expectation value of S²: 0.75
lowest unoccupied orbital energy (alpha / beta): 0.006 / -0.019 Eh
frontier orbital gap (alpha / beta): 9.495 / 8.816 eV
HOMO (alpha / beta): -0.34279 / -0.34279 Eh
energy: -88361.3172 eV